Record 1
The following is a DFT calculation (ωB97M-V with the def2-TZVPD basis set) of a molecular structure, C21H13ClIN4O3PdS3 in a non-equilibrium geometry.

Geometry (Å):
Pd1 0.48 -0.28 -0.59
Cl1 4.41 -4.54 -4.53
C1 3.13 -3.83 -3.65
C2 1.90 -4.46 -3.63
C3 0.84 -3.90 -2.93
I1 -1.02 -4.82 -2.89
C4 0.97 -2.67 -2.22
O1 0.01 -2.13 -1.62
C5 2.29 -2.03 -2.24
N1 2.42 -0.88 -1.55
C6 3.58 -0.25 -1.54
C7 4.69 -0.74 -2.24
C8 4.58 -1.91 -2.94
C9 3.36 -2.60 -2.95
H1 1.76 -5.39 -4.16
H2 3.63 0.66 -0.97
H3 5.62 -0.19 -2.21
H4 5.43 -2.32 -3.48
C10 -4.79 3.96 -2.59
C11 -3.30 3.92 -2.70
C12 -2.56 4.86 -3.42
C13 -1.18 4.68 -3.46
N2 -0.57 3.72 -2.78
C14 -1.35 2.92 -2.07
S1 -0.59 1.79 -0.98
N3 -2.67 2.95 -2.04
H5 -5.21 4.81 -3.12
H6 -5.06 4.00 -1.54
H7 -5.20 3.04 -3.00
H8 -3.03 5.68 -3.93
H9 -0.54 5.33 -4.03
O2 1.80 -2.40 5.95
S2 1.50 -1.05 5.59
O3 2.21 0.04 6.17
N4 1.61 -0.90 3.90
C15 0.46 -0.62 3.42
S3 0.25 -0.21 1.75
C16 -0.69 -0.54 4.34
C17 -2.02 -0.29 4.06
C18 -2.92 -0.23 5.12
C19 -2.48 -0.41 6.43
C20 -1.14 -0.68 6.71
C21 -0.27 -0.75 5.65
H10 -2.36 -0.14 3.04
H11 -3.96 -0.03 4.93
H12 -3.19 -0.35 7.24
H13 -0.81 -0.83 7.72

Values from the calculation:
Frontier orbital gap (alpha / beta) ... 7.8 / 5.6 eV
Energy above the lowest of the compared OMol25 structures with the same formula, charge and spin ... 246.78 kJ/mol
Lowest unoccupied orbital energy (alpha / beta) ... -4.0 / -6.1 eV
HOMO level (alpha / beta) ... -11.74 / -11.67 eV
2S+1 ... 5
⟨S²⟩ ... 6.052
Total charge ... +1


Record 2
The following is a DFT calculation (ωB97M-V with the def2-TZVPD basis set) of a molecular structure, C57H59As2BrNO4P2Si2V in a non-equilibrium geometry.

Geometry (Å):
V1 -0.41 -0.12 0.08
O1 2.03 -0.57 -1.45
C1 1.32 0.41 -1.35
O2 0.03 0.43 -1.66
C2 1.91 1.70 -0.84
C3 3.28 1.90 -0.99
C4 3.87 3.07 -0.55
C5 3.08 4.06 0.03
C6 1.72 3.86 0.20
C7 1.12 2.68 -0.22
P1 -0.70 2.36 0.01
C8 -1.26 3.44 -1.36
C9 -1.40 4.82 -1.20
C10 -1.75 5.62 -2.28
C11 -1.93 5.06 -3.54
C12 -1.77 3.70 -3.71
C13 -1.44 2.89 -2.63
C14 -1.08 3.26 1.55
C15 -2.30 3.92 1.71
C16 -2.63 4.49 2.93
C17 -1.74 4.42 4.00
C18 -0.54 3.73 3.85
C19 -0.22 3.14 2.64
H1 3.87 1.11 -1.45
H2 4.93 3.23 -0.68
H3 3.53 4.98 0.37
H4 1.13 4.63 0.67
H5 -1.25 5.28 -0.23
H6 -1.87 6.68 -2.13
H7 -2.18 5.70 -4.38
H8 -1.91 3.25 -4.69
H9 -1.33 1.82 -2.77
H10 -2.99 4.00 0.88
H11 -3.58 5.00 3.05
H12 -1.99 4.89 4.94
H13 0.15 3.66 4.68
H14 0.69 2.57 2.55
Br1 -3.74 -4.17 3.60
C20 -2.28 -3.15 4.21
C21 -1.69 -3.43 5.43
N1 -0.63 -2.77 5.88
C22 -0.10 -1.83 5.10
C23 -0.62 -1.49 3.86
C24 -1.76 -2.15 3.41
C25 0.07 -0.46 3.03
O3 0.97 0.22 3.46
O4 -0.42 -0.31 1.81
H15 -2.09 -4.21 6.06
H16 0.77 -1.31 5.47
H17 -2.22 -1.89 2.47
C26 -5.12 1.68 1.21
Si1 -4.03 0.22 1.68
C27 -5.22 -1.14 2.18
C28 -3.07 0.72 3.21
As1 -2.73 -0.77 -0.05
Si2 -3.93 -0.01 -1.94
C29 -4.69 1.70 -2.10
C30 -5.39 -1.21 -1.96
C31 -2.90 -0.27 -3.50
H18 -5.38 2.24 2.11
H19 -6.04 1.32 0.75
H20 -4.64 2.36 0.51
H21 -5.68 -0.94 3.15
H22 -4.72 -2.11 2.23
H23 -6.02 -1.23 1.44
H24 -3.65 1.47 3.77
H25 -2.10 1.16 2.98
H26 -2.90 -0.13 3.88
H27 -5.56 1.83 -1.46
H28 -5.02 1.81 -3.14
H29 -3.98 2.50 -1.89
H30 -5.78 -1.32 -0.95
H31 -5.06 -2.20 -2.29
H32 -6.20 -0.87 -2.61
H33 -2.87 0.64 -4.10
H34 -3.34 -1.06 -4.12
H35 -1.88 -0.57 -3.27
C32 -0.54 -3.90 0.55
C33 -0.53 -5.34 0.01
As2 1.03 -6.55 0.23
C34 0.06 -8.10 -0.46
C35 0.69 -8.84 -1.46
C36 0.05 -9.92 -2.06
C37 -1.22 -10.28 -1.66
C38 -1.86 -9.55 -0.65
C39 -1.22 -8.47 -0.07
C40 1.01 -6.90 2.16
C41 0.47 -8.04 2.76
C42 0.60 -8.25 4.12
C43 1.30 -7.34 4.90
C44 1.87 -6.22 4.31
C45 1.72 -6.00 2.95
P2 0.27 -2.57 -0.45
C46 1.97 -3.23 -0.45
C47 2.51 -4.02 -1.45
C48 3.81 -4.50 -1.34
C49 4.57 -4.21 -0.22
C50 4.02 -3.44 0.80
C51 2.74 -2.94 0.68
C52 -0.41 -2.89 -2.12
C53 -1.70 -3.42 -2.26
C54 -2.23 -3.67 -3.51
C55 -1.51 -3.35 -4.65
C56 -0.26 -2.76 -4.53
C57 0.29 -2.55 -3.28
H36 -0.06 -3.84 1.53
H37 -1.57 -3.59 0.70
H38 -0.71 -5.34 -1.07
H39 -1.38 -5.85 0.47
H40 1.69 -8.56 -1.77
H41 0.55 -10.48 -2.84
H42 -1.72 -11.12 -2.12
H43 -2.85 -9.84 -0.33
H44 -1.74 -7.92 0.71
H45 -0.05 -8.78 2.16
H46 0.18 -9.13 4.58
H47 1.42 -7.50 5.97
H48 2.43 -5.52 4.91
H49 2.20 -5.15 2.49
H50 1.93 -4.26 -2.33
H51 4.22 -5.11 -2.13
H52 5.58 -4.58 -0.14
H53 4.61 -3.22 1.69
H54 2.33 -2.30 1.46
H55 -2.29 -3.66 -1.38
H56 -3.22 -4.11 -3.60
H57 -1.94 -3.53 -5.63
H58 0.30 -2.48 -5.41
H59 1.27 -2.11 -3.19

Values from the calculation:
Frontier orbital gap (alpha / beta) ... 6.8 / 7.3 eV
Energy above the lowest of the compared OMol25 structures with the same formula, charge and spin ... 97.27 kJ/mol
Lowest unoccupied orbital energy (alpha / beta) ... -0.4 / -0.1 eV
HOMO level (alpha / beta) ... -7.22 / -7.36 eV
2S+1 ... 3
⟨S²⟩ ... 2.042


Record 3
The following is a DFT calculation (ωB97M-V with the def2-TZVPD basis set) of C37H32F3NO2S in the gas phase in a non-equilibrium geometry.

Geometry (Å):
C1 -4.68 2.34 3.00
C2 -5.27 1.10 2.71
C3 -4.51 -0.07 2.82
C4 -3.16 0.00 3.17
C5 -2.33 -1.26 3.24
N1 -1.02 -1.11 2.60
C6 0.19 -1.48 3.34
C7 0.90 -2.72 2.83
C8 2.30 -2.74 2.78
C9 2.97 -3.84 2.24
C10 2.25 -4.95 1.80
C11 0.85 -4.95 1.88
C12 0.18 -3.84 2.40
C13 -0.94 -0.76 1.29
C14 0.23 -0.40 0.68
C15 0.44 -0.48 -0.80
C16 1.76 -1.19 -1.13
C17 1.81 -2.13 -2.17
C18 3.00 -2.75 -2.52
C19 4.17 -2.47 -1.80
C20 4.11 -1.60 -0.71
C21 2.91 -0.94 -0.39
C22 -2.58 1.23 3.48
C23 -3.34 2.40 3.39
H1 -5.27 3.26 2.92
H2 -6.32 1.05 2.42
H3 -4.96 -1.04 2.62
H4 -2.15 -1.56 4.28
H5 -2.86 -2.09 2.74
H6 0.90 -0.63 3.33
H7 -0.11 -1.63 4.39
H8 2.85 -1.87 3.14
H9 4.06 -3.83 2.19
H10 2.77 -5.82 1.39
H11 0.27 -5.81 1.54
H12 -0.91 -3.83 2.47
H13 -1.88 -0.76 0.73
H14 1.05 -0.01 1.29
H15 -0.39 -1.09 -1.20
H16 0.89 -2.37 -2.70
H17 3.01 -3.44 -3.36
H18 5.12 -2.92 -2.10
H19 5.00 -1.40 -0.10
H20 2.89 -0.24 0.45
H21 -1.53 1.27 3.78
H22 -2.88 3.37 3.63
F1 -5.52 3.63 -1.96
C24 -4.98 3.21 -0.78
F2 -5.00 4.27 0.08
F3 -5.84 2.27 -0.25
C25 -3.60 2.63 -0.95
C26 -2.60 2.94 -0.04
C27 -1.34 2.34 -0.18
C28 -1.07 1.49 -1.25
C29 0.32 0.89 -1.42
S1 0.70 0.99 -3.32
C30 2.37 1.68 -3.51
C31 2.53 3.01 -3.91
C32 3.82 3.54 -4.01
C33 4.94 2.74 -3.75
C34 4.77 1.39 -3.44
C35 3.48 0.85 -3.37
O1 0.70 -0.36 -3.83
O2 -0.15 1.99 -3.92
C36 -2.11 1.16 -2.13
C37 -3.36 1.76 -2.01
H23 -2.79 3.63 0.77
H24 -0.56 2.55 0.55
H25 1.12 1.55 -1.04
H26 1.65 3.61 -4.12
H27 3.94 4.58 -4.29
H28 5.94 3.17 -3.81
H29 5.63 0.74 -3.25
H30 3.32 -0.21 -3.17
H31 -1.98 0.42 -2.93
H32 -4.14 1.56 -2.74

Values from the calculation:
Frontier orbital gap ... 8.2 eV
Lowest unoccupied orbital energy ... 0.6 eV
HOMO level ... -7.64 eV
Structure (SMILES) ... O=S(=O)(c1ccccc1)[C@@H](c1ccc(C(F)(F)F)cc1)[C@H](/C=C/N(Cc1ccccc1)Cc1ccccc1)c1ccccc1


no.,calculated total energy (hartree)
1,-3332.77290
2,-11814.57694
3,-2332.13629